Computed, not measured: a structure of composition C46H51F9N2O4SSi2 in a non-equilibrium geometry, with wB97M-V/def2-TZVPD.

```
! RIJCOSX wB97M-V def2-TZVPD def2/J DEFGRID3
* xyz 0 1
C -3.30 1.26 -0.42
C -2.25 1.15 0.14
C -0.98 0.75 0.80
Si 0.47 0.50 -0.40
C 2.06 1.12 0.45
C 1.87 2.55 0.99
F 2.99 3.32 0.80
C 0.19 1.73 -1.83
C -0.67 1.16 -2.98
N -0.01 0.10 -3.74
C -0.91 -0.58 -4.68
C -0.84 -2.12 -4.44
C 1.24 0.51 -4.30
C 1.38 1.19 -5.66
O 2.23 0.33 -3.65
O 0.69 -1.02 -1.09
Si -0.08 -2.34 -0.48
S -2.22 -2.28 -0.76
C 0.23 -2.71 1.35
F 0.15 -4.09 1.63
C 1.59 -2.22 1.91
C 1.45 -1.38 3.22
N 0.42 -3.73 -1.53
C -0.60 -4.75 -1.64
O -1.02 -5.07 -2.69
F -1.05 -5.37 -0.55
C 1.65 -4.22 -1.12
O 2.55 -3.56 -0.75
F 1.80 -5.55 -1.22
H -4.06 1.27 -1.16
H -1.18 -0.06 1.51
H -0.71 1.62 1.42
H 2.41 0.44 1.23
H 2.84 1.17 -0.32
H 0.98 2.99 0.49
H 1.60 2.49 2.04
H 1.19 2.02 -2.17
H -0.27 2.62 -1.38
H -1.07 1.98 -3.60
H -1.56 0.71 -2.52
H -1.94 -0.28 -4.48
H -0.70 -0.38 -5.74
H -1.72 -2.44 -3.90
H -0.66 -2.69 -5.35
H 0.01 -2.30 -3.77
H 2.43 1.37 -5.87
H 1.04 0.47 -6.42
H 0.76 2.09 -5.77
H -2.70 -1.96 0.47
H -0.55 -2.26 1.98
H 2.17 -1.71 1.14
H 2.16 -3.11 2.19
H 0.48 -0.87 3.23
H 1.55 -2.02 4.10
H 2.27 -0.66 3.24
F 2.28 3.05 4.07
C 2.67 4.29 4.45
C 2.58 4.64 5.78
C 2.99 5.90 6.18
C 3.46 6.81 5.23
C 3.54 6.44 3.90
C 3.15 5.17 3.50
H 2.20 3.92 6.50
H 2.93 6.19 7.22
H 3.77 7.80 5.55
H 3.91 7.15 3.16
H 3.21 4.87 2.46
F -5.45 3.33 0.66
C -6.35 2.85 1.53
C -5.93 2.48 2.80
C -6.86 1.99 3.70
C -8.20 1.87 3.33
C -8.60 2.24 2.05
C -7.67 2.74 1.15
H -4.89 2.58 3.07
H -6.55 1.71 4.70
H -8.92 1.48 4.03
H -9.63 2.14 1.76
H -7.97 3.04 0.15
F 4.56 2.47 -6.10
C 5.35 1.46 -5.69
C 5.85 1.48 -4.40
C 6.66 0.43 -3.98
C 6.97 -0.60 -4.85
C 6.47 -0.60 -6.14
C 5.65 0.44 -6.57
H 5.60 2.30 -3.74
H 7.04 0.43 -2.97
H 7.60 -1.41 -4.52
H 6.71 -1.40 -6.82
H 5.24 0.45 -7.57
F -3.47 -1.89 -4.77
C -4.75 -2.30 -4.72
C -5.23 -2.85 -3.55
C -6.56 -3.26 -3.50
C -7.37 -3.13 -4.61
C -6.87 -2.58 -5.78
C -5.55 -2.15 -5.84
H -4.58 -2.95 -2.70
H -6.95 -3.69 -2.58
H -8.40 -3.46 -4.56
H -7.51 -2.48 -6.65
H -5.14 -1.71 -6.74
F 3.92 -1.05 6.01
C 3.42 -1.89 6.94
C 3.47 -3.25 6.72
C 2.97 -4.11 7.68
C 2.41 -3.60 8.85
C 2.36 -2.23 9.05
C 2.88 -1.37 8.10
H 3.90 -3.63 5.80
H 3.01 -5.18 7.53
H 2.01 -4.28 9.60
H 1.93 -1.83 9.96
H 2.86 -0.29 8.24
*
```

Summary:
gap between HOMO and LUMO: 8.9 eV
maximum force: 0.0517 Eh/bohr
HOMO level: -8.61 eV
calculated total energy: -4069.9701 hartree

Mulliken population analysis, charges in e, atoms 1 to 5:
1 C -0.17
2 C -1.20
3 C 0.44
4 Si -0.03
5 C -0.52

***

Computed, not measured: a structure of composition C46H52As3BrCl2F12N3O4Rb in a non-equilibrium geometry, with wB97M-V/def2-TZVPD.

```
! RIJCOSX wB97M-V def2-TZVPD def2/J DEFGRID3
* xyz -2 1
Rb -0.24 0.17 1.42
C 0.29 3.61 8.30
C -0.27 3.07 7.01
C -1.53 2.50 6.92
C -2.01 1.99 5.73
C -1.25 2.02 4.52
N -1.70 1.44 3.40
C -3.04 1.32 3.13
C -3.88 2.46 3.20
C -5.17 2.47 2.72
C -5.74 1.32 2.17
C -7.13 1.32 1.58
C -4.96 0.17 2.17
C -3.64 0.12 2.62
C -2.91 -1.27 2.68
O -1.60 -1.27 2.74
C -3.48 -2.00 3.96
F -3.01 -1.41 5.06
F -4.82 -2.05 4.10
F -3.06 -3.30 4.00
C -3.36 -2.17 1.44
F -2.48 -3.14 1.18
F -3.44 -1.43 0.29
F -4.57 -2.79 1.54
C 0.06 2.62 4.61
C 0.48 3.12 5.83
C 0.92 2.75 3.32
O 1.22 1.63 2.66
C 0.14 3.78 2.33
F 0.94 4.76 1.79
F -0.37 3.14 1.26
F -0.88 4.46 2.89
C 2.30 3.46 3.61
F 3.03 2.74 4.49
F 3.07 3.54 2.51
F 2.23 4.72 4.11
H -0.47 3.59 9.09
H 0.63 4.65 8.21
H 1.14 3.03 8.67
H -2.15 2.42 7.81
H -2.98 1.52 5.70
H -3.44 3.36 3.60
H -5.75 3.39 2.76
H -7.73 2.13 2.00
H -7.65 0.38 1.78
H -7.12 1.46 0.49
H -5.42 -0.73 1.79
H 1.45 3.58 5.91
C 1.45 -1.50 3.55
O 1.61 -1.83 2.15
C 2.58 -2.67 1.81
C 3.57 -3.15 2.65
C 4.54 -4.02 2.15
Br 5.88 -4.69 3.33
C 4.55 -4.40 0.83
C 3.56 -3.90 -0.03
C 2.57 -3.06 0.45
O 1.58 -2.56 -0.30
C 3.56 -4.25 -1.45
N 2.58 -4.00 -2.28
C 3.00 -4.46 -3.52
C 2.35 -4.44 -4.75
C 3.02 -4.97 -5.84
C 4.30 -5.52 -5.71
C 4.96 -5.55 -4.49
C 4.28 -5.01 -3.41
N 4.61 -4.88 -2.07
H 2.30 -0.90 3.89
H 1.35 -2.42 4.14
H 0.54 -0.92 3.64
H 3.59 -2.86 3.69
H 5.31 -5.09 0.48
H 1.63 -2.95 -1.20
H 1.36 -4.01 -4.84
H 2.54 -4.96 -6.81
H 4.79 -5.93 -6.59
H 5.95 -5.98 -4.40
H 5.48 -5.11 -1.64
C -1.44 -2.96 -2.27
As -0.99 -1.12 -1.71
C -2.37 -0.28 -2.83
C 0.70 -0.99 -2.79
C 1.00 0.10 -3.85
C 2.51 -0.02 -4.11
C 0.70 1.54 -3.36
As 0.60 1.86 -1.40
C 2.49 1.71 -0.89
C 0.59 3.81 -1.59
C 0.22 -0.27 -5.12
As 0.03 0.80 -6.77
C -1.01 2.36 -6.19
C 1.75 1.73 -6.99
H -1.46 -3.05 -3.36
H -2.43 -3.20 -1.86
H -0.72 -3.66 -1.85
H -2.54 -0.81 -3.76
H -2.13 0.77 -3.04
H -3.29 -0.29 -2.24
H 0.86 -1.97 -3.25
H 1.46 -0.90 -2.01
H 3.07 0.14 -3.19
H 2.86 0.71 -4.84
H 2.76 -1.02 -4.49
H -0.28 1.86 -3.70
H 1.43 2.24 -3.78
H 3.14 2.30 -1.54
H 2.80 0.66 -0.90
H 2.56 2.06 0.15
H 1.25 4.11 -2.41
H 0.94 4.24 -0.66
H -0.42 4.17 -1.78
H -0.83 -0.46 -4.86
H 0.60 -1.23 -5.49
H -1.89 2.03 -5.64
H -1.33 2.90 -7.08
H -0.43 3.03 -5.56
H 2.55 1.01 -7.13
H 1.97 2.37 -6.15
H 1.67 2.34 -7.90
Cl -4.83 2.76 -1.75
C -3.30 3.07 -0.87
Cl -2.71 1.67 -0.02
H -3.50 3.84 -0.13
H -2.57 3.39 -1.60
*
```

Summary:
gap between HOMO and LUMO: 3.6 eV
maximum force: 0.0321 Eh/bohr
HOMO level: -0.51 eV
calculated total energy: -13673.5964 hartree

Mulliken population analysis, charges in e, atoms 1 to 5:
1 Rb 1.37
2 C -1.53
3 C 0.52
4 C -1.16
5 C -0.20

***

Computed, not measured: a structure of composition C46H52BrCeN8O7S4 in a non-equilibrium geometry, with wB97M-V/def2-TZVPD.

```
! RIJCOSX wB97M-V def2-TZVPD def2/J DEFGRID3
* xyz -1 1
Ce 0.77 -0.10 0.10
C -6.81 0.95 3.99
C -5.37 1.33 4.36
C -5.32 2.85 4.54
C -5.02 0.64 5.69
C -4.35 0.91 3.31
C -3.01 1.21 3.51
C -2.07 0.78 2.60
Br -0.22 1.34 2.82
C -2.34 -0.02 1.46
O -1.39 -0.53 0.78
C -3.74 -0.20 1.20
C -4.67 0.25 2.12
C -4.27 -0.83 -0.09
C -3.18 -1.23 -1.09
C -5.07 -2.10 0.26
C -5.17 0.18 -0.81
H -7.47 1.27 4.80
H -6.91 -0.12 3.87
H -7.12 1.45 3.08
H -6.03 3.17 5.30
H -5.58 3.34 3.60
H -4.33 3.18 4.83
H -5.77 0.87 6.45
H -4.05 0.96 6.05
H -4.99 -0.44 5.55
H -2.66 1.78 4.36
H -5.71 0.09 1.89
H -2.49 -1.96 -0.66
H -2.60 -0.35 -1.39
H -3.64 -1.65 -1.98
H -4.43 -2.82 0.75
H -5.48 -2.55 -0.64
H -5.90 -1.87 0.93
H -4.60 1.09 -1.01
H -6.04 0.45 -0.21
H -5.52 -0.22 -1.76
N 1.36 3.07 0.31
C 2.58 3.17 -0.27
C 3.54 4.04 0.22
C 4.82 4.10 -0.32
C 5.16 3.30 -1.38
C 4.22 2.41 -1.94
C 4.51 1.58 -3.03
C 3.55 0.75 -3.52
C 2.31 0.69 -2.86
N 2.01 1.41 -1.80
C 2.92 2.32 -1.37
H 1.23 3.56 1.18
H 0.51 2.82 -0.23
H 3.28 4.66 1.07
H 5.54 4.77 0.11
H 6.16 3.33 -1.79
H 5.50 1.62 -3.48
H 3.71 0.10 -4.37
H 1.56 0.00 -3.23
S -1.28 2.04 -0.81
C -1.26 2.62 -2.46
C -0.87 1.81 -3.52
C -0.92 2.28 -4.81
C -1.36 3.57 -5.08
C -1.76 4.38 -4.03
C -1.71 3.92 -2.73
H -0.56 0.79 -3.32
H -0.61 1.62 -5.62
H -1.40 3.94 -6.10
H -2.12 5.38 -4.23
H -2.02 4.54 -1.91
O 0.22 -3.46 3.23
S -0.06 -2.08 2.71
N 1.09 -1.44 2.02
N -1.30 -7.57 -5.17
C -0.88 -6.25 -5.03
C -1.60 -5.36 -4.24
C -1.20 -4.04 -4.12
C -0.07 -3.61 -4.79
C 0.64 -4.48 -5.60
C 0.24 -5.79 -5.72
S 0.58 -1.96 -4.48
O -0.22 -1.02 -5.21
O 1.98 -1.99 -4.86
N 0.36 -1.72 -2.90
C 0.94 -2.56 -2.07
S 1.93 -3.95 -2.58
C 2.09 -4.39 -0.90
C 1.44 -3.51 -0.12
N 0.80 -2.49 -0.77
H -1.86 -7.90 -4.40
H -0.55 -8.21 -5.41
H -2.46 -5.71 -3.68
H -1.72 -3.35 -3.47
H 1.54 -4.11 -6.07
H 0.82 -6.49 -6.31
H 2.66 -5.25 -0.63
H 1.40 -3.54 0.96
C 6.23 2.65 2.58
C 5.46 2.04 3.73
C 4.49 0.92 3.28
C 3.82 0.36 4.56
C 3.07 -0.94 4.33
C 5.28 -0.17 2.60
O 6.32 -0.63 3.04
N 4.75 -0.62 1.43
C 3.54 -0.20 0.85
O 3.17 -0.79 -0.16
N 2.90 0.84 1.35
C 3.36 1.52 2.43
O 2.87 2.57 2.79
H 6.88 3.44 2.95
H 5.54 3.08 1.86
H 6.84 1.91 2.08
H 4.85 2.80 4.22
H 6.16 1.62 4.45
H 3.14 1.13 4.92
H 4.60 0.20 5.32
H 2.35 -0.84 3.51
H 2.51 -1.21 5.22
H 3.75 -1.75 4.09
H 5.21 -1.40 0.97
*
```

Summary:
gap between HOMO and LUMO (spin up / spin down): 5.2 / 5.3 eV
maximum force: 0.0554 Eh/bohr
HOMO level (spin up / spin down): -5.09 / -5.09 eV
calculated total energy: -7390.9984 hartree

Mulliken population analysis, charges in e, atoms 1 to 5:
1 Ce 0.74
2 C -2.12
3 C 2.08
4 C -1.69
5 C -1.68

***

Computed, not measured: a cluster of 7 separate species, C46H52ClF6NOP in total in a non-equilibrium geometry, with wB97M-V/def2-TZVPD.

```
! RIJCOSX wB97M-V def2-TZVPD def2/J DEFGRID3
* xyz 1 1
C 7.99 -1.53 5.09
C 8.21 -2.33 3.71
C 6.81 -2.63 2.96
C 6.19 -1.23 2.58
N 4.88 -1.35 1.81
P 4.15 0.25 2.00
C 2.46 0.38 1.20
C 1.49 1.18 2.19
C 1.31 0.49 3.61
Cl 1.35 -1.34 3.41
C 5.22 1.60 1.24
C 5.41 2.66 2.53
C 5.09 4.22 2.15
O 4.16 3.29 3.02
H 8.93 -1.49 5.72
H 7.10 -1.91 5.67
H 7.76 -0.46 4.80
H 8.79 -1.61 3.04
H 8.79 -3.28 3.88
H 6.16 -3.27 3.61
H 7.09 -3.24 2.05
H 5.91 -0.72 3.57
H 6.94 -0.61 2.00
H 4.30 -2.01 2.36
H 4.04 0.45 3.41
H 2.04 -0.59 0.81
H 2.58 1.05 0.28
H 1.89 2.24 2.28
H 0.46 1.29 1.73
H 2.13 0.82 4.31
H 0.34 0.85 4.07
H 6.26 1.25 0.98
H 4.70 2.19 0.44
H 6.28 2.45 3.29
H 5.66 4.96 2.78
H 4.28 4.45 1.42
F -4.00 -4.71 4.71
C -3.13 -4.69 3.69
C -3.32 -5.55 2.62
C -2.41 -5.53 1.56
C -1.32 -4.67 1.60
C -1.14 -3.82 2.69
C -2.05 -3.83 3.74
H -4.17 -6.22 2.61
H -2.56 -6.19 0.72
H -0.61 -4.66 0.78
H -0.29 -3.15 2.72
H -1.92 -3.16 4.59
F -0.58 0.01 -0.69
C -1.17 1.09 -1.25
C -0.46 2.28 -1.34
C -1.07 3.39 -1.92
C -2.37 3.29 -2.40
C -3.07 2.09 -2.30
C -2.46 0.98 -1.73
H 0.55 2.34 -0.95
H -0.53 4.32 -2.00
H -2.85 4.16 -2.85
H -4.09 2.02 -2.67
H -2.98 0.04 -1.65
F -0.45 -7.55 0.77
C -0.29 -8.47 1.75
C 0.24 -9.71 1.44
C 0.41 -10.65 2.44
C 0.03 -10.35 3.75
C -0.50 -9.10 4.05
C -0.66 -8.15 3.05
H 0.52 -9.93 0.41
H 0.83 -11.62 2.21
H 0.16 -11.09 4.53
H -0.80 -8.87 5.06
H -1.07 -7.18 3.26
F -6.38 1.45 -2.91
C -6.60 0.71 -4.02
C -7.58 1.10 -4.91
C -7.81 0.34 -6.05
C -7.06 -0.81 -6.28
C -6.08 -1.19 -5.37
C -5.84 -0.43 -4.23
H -8.16 1.99 -4.71
H -8.57 0.64 -6.76
H -7.24 -1.40 -7.17
H -5.50 -2.09 -5.55
H -5.08 -0.71 -3.52
F 4.98 4.70 -0.80
C 5.89 5.48 -1.43
C 6.07 6.79 -1.00
C 7.01 7.59 -1.64
C 7.75 7.07 -2.71
C 7.55 5.76 -3.13
C 6.62 4.96 -2.48
H 5.48 7.17 -0.18
H 7.17 8.61 -1.32
H 8.48 7.70 -3.21
H 8.13 5.37 -3.96
H 6.46 3.93 -2.79
F -8.51 3.68 -5.62
C -9.56 4.41 -5.18
C -9.62 4.79 -3.85
C -10.69 5.54 -3.40
C -11.71 5.90 -4.28
C -11.64 5.51 -5.62
C -10.56 4.76 -6.07
H -8.82 4.49 -3.17
H -10.74 5.85 -2.36
H -12.55 6.48 -3.93
H -12.43 5.78 -6.30
H -10.49 4.46 -7.11
*
```

Summary:
gap between HOMO and LUMO: 8.0 eV
maximum force: 0.0921 Eh/bohr
HOMO level: -10.36 eV
calculated total energy: -3314.3862 hartree

Mulliken population analysis, charges in e, atoms 1 to 5:
1 C -0.87
2 C -0.49
3 C -0.72
4 C -0.36
5 N -0.45